Entry 1:
# C6H17N3O3

A 2-piece molecular cluster, C6H17N3O3 overall (wB97M-V/def2-TZVPD, the OMol25 dataset).

Properties
* HOMO: -4.58 eV

Geometry (Å):
C1 0.443122 2.954035 1.389928
C2 -0.971577 2.550517 1.028073
N1 -1.523612 1.466114 1.911139
C3 -1.230934 0.154751 1.680206
N2 -2.104406 -0.582217 0.995230
N3 -0.065836 -0.410333 2.209177
O1 0.972697 -0.111817 1.284802
C4 1.216853 -1.162201 0.344207
C5 0.275591 -1.165419 -0.859987
C6 0.927422 -1.831515 -2.040146
O2 -0.113670 0.181536 -1.166547
H1 0.538014 3.089489 2.461488
H2 1.158313 2.224323 1.033159
H3 0.667266 3.906823 0.918915
H4 -1.613643 3.409284 1.196463
H5 -1.047875 2.283622 -0.022072
H6 -2.535878 1.504979 1.873295
H7 -2.301683 -1.527545 1.279181
H8 -2.569506 -0.205670 0.182833
H9 -0.172716 -1.412821 2.334847
H10 1.215006 -2.145243 0.818132
H11 2.233581 -0.986789 -0.001459
H12 -0.650328 -1.683853 -0.627313
H13 1.201829 -2.865243 -1.849238
H14 1.812911 -1.305614 -2.385580
H15 0.238413 -1.855641 -2.875661
H16 0.693082 0.695433 -1.252648
O3 1.721589 -2.831281 -4.521111
H17 1.585977 -2.337705 -5.339313

Forces on the atoms, in the same order (eV/Å):
C -0.074 -0.012 -0.207
C 0.617 0.804 0.735
N -0.361 -0.602 -1.534
C -0.025 -0.001 -0.381
N -0.059 0.105 1.277
N -0.392 0.268 0.275
O 0.388 -0.236 0.625
C -0.220 -0.191 -0.582
C 0.357 0.167 -0.104
C -0.332 -0.018 -0.016
O -0.401 -0.047 0.468
H 0.078 -0.075 0.160
H 0.170 -0.081 0.148
H 0.016 0.101 -0.116
H -0.244 -0.039 0.103
H -0.091 -0.360 -0.026
H -0.064 0.348 -0.182
H 0.358 -0.371 -0.552
H -0.437 0.253 0.260
H 0.298 -0.141 -0.232
H 0.015 -0.022 0.268
H 0.114 0.213 0.023
H -0.153 -0.050 0.052
H 0.090 -0.117 0.023
H 0.146 0.032 -0.039
H 0.110 -0.116 -0.265
H 0.155 0.105 -0.298
O -0.137 0.207 0.113
H 0.078 -0.125 0.003

Charges obtained by Löwdin population analysis, quoted in units of e: atom 1 (C): -0.074, atom 2 (C): -0.194, atom 3 (N): 0.111, atom 4 (C): -0.320, atom 5 (N): 0.243, atom 6 (N): 0.076, atom 7 (O): -0.119, atom 8 (C): -0.130, atom 9 (C): -0.428, atom 10 (C): -0.081, atom 11 (O): -0.043, atom 12 (H): 0.085, atom 13 (H): 0.059, atom 14 (H): 0.082, atom 15 (H): 0.117, atom 16 (H): 0.108, atom 17 (H): 0.134, atom 18 (H): 0.141, atom 19 (H): 0.149, atom 20 (H): 0.137, atom 21 (H): 0.133, atom 22 (H): 0.142, atom 23 (H): 0.116, atom 24 (H): 0.092, atom 25 (H): 0.082, atom 26 (H): 0.071, atom 27 (H): 0.099, atom 28 (O): -0.594, atom 29 (H): -0.194

Entry 2:
# C16H26O5

C16H26O5 as an isolated structure (wB97M-V/def2-TZVPD, the OMol25 dataset).

Properties
* energy relative to the best compared isomer or geometry (same formula, charge and spin): 401.0 kcal/mol
* HOMO: -8.43 eV

Geometry (Å):
C1 4.759302 0.022830 -1.030871
H1 4.772210 -0.892011 -1.516043
H2 5.415473 0.656202 -1.343220
O1 3.552597 0.703488 -1.617723
C2 2.441186 0.016199 -1.845575
C3 2.122837 -0.728854 -0.346762
H3 2.934325 -1.505518 0.002724
H4 1.974191 0.005848 0.291083
C4 0.586959 -1.419559 -0.542714
O2 0.624152 -2.522087 -1.184198
H5 1.203421 -2.656148 -1.882665
C5 -0.021850 -1.773011 0.835412
C6 0.904833 -2.398594 1.664441
H6 1.045141 -3.550404 1.300791
H7 0.319136 -2.817146 2.591885
H8 1.949892 -2.114707 2.118609
H9 0.002600 -0.524949 1.477787
C7 -1.323649 -2.223489 0.886974
C8 -2.504687 -1.412514 -0.041406
O3 -2.122161 -0.061903 0.177031
C9 -2.763614 0.541165 1.141610
C10 -2.270531 1.851523 1.460300
C11 -1.216477 2.374258 0.892631
C12 -0.734163 3.717798 1.084952
C13 -1.876196 4.563648 1.453546
C14 -2.933620 4.251961 2.203038
C15 -3.126464 3.053062 1.996730
H10 -4.269067 2.426830 2.475698
H11 -3.384125 4.879717 2.747545
H12 -1.364568 5.769955 1.799958
H13 -0.000541 4.081842 0.511636
H14 -0.575274 1.804785 0.163570
H15 -2.429253 0.006551 2.180366
H16 -3.779068 0.539766 1.151251
H17 -2.059166 -1.576934 -1.127173
H18 -3.502908 -1.824078 0.229111
O4 -1.523817 -3.540795 0.251263
H19 -0.694883 -3.635623 -0.140802
H20 -1.842966 -2.334751 1.872538
H21 0.022668 -0.826673 -0.896285
O5 2.662181 -1.123671 -2.446196
C16 2.921241 -0.958776 -3.788598
H22 1.936679 -0.325488 -4.323448
H23 3.707377 -0.027220 -4.084904
H24 2.927577 -1.805021 -4.627424
H25 1.584745 0.678406 -2.005026
H26 4.747189 0.036377 0.013408

Forces on the atoms, in the same order (eV/Å):
C -5.719 -0.566 -0.448
H 0.665 -1.995 -0.364
H 4.634 3.386 -1.920
O 2.857 2.682 -0.045
C -0.897 -1.474 8.690
C -2.071 -3.581 -4.152
H -1.746 1.574 -1.043
H -0.308 3.483 3.492
C 9.254 -2.554 8.575
O -1.749 -6.409 -1.755
H 1.812 0.353 -1.829
C 3.415 9.223 0.442
C 2.727 -7.965 5.289
H 0.375 2.388 0.156
H 0.992 1.289 -0.972
H -2.243 0.328 -1.590
H -0.696 -3.158 -2.066
C -8.912 -2.554 -1.543
C 5.670 -0.816 -0.502
O -0.450 -0.538 -3.538
C 1.868 -0.835 6.408
C -3.483 6.139 0.284
C 5.909 0.585 -2.366
C -8.524 -0.591 0.917
C 10.524 6.104 1.061
C 3.208 1.426 -2.822
C -6.293 -16.273 1.557
H 3.180 2.143 -1.121
H -3.953 4.563 3.684
H -1.774 -3.163 -1.662
H 2.936 1.370 -1.606
H -0.573 -0.062 1.107
H -1.140 0.370 -1.470
H -3.277 -0.276 -0.426
H -1.882 -0.188 2.054
H 0.598 0.852 -0.416
O -0.941 0.656 1.963
H 2.020 -1.076 -1.666
H 1.205 0.300 -0.329
H -7.173 8.650 -5.173
O 0.428 -3.880 -4.466
C -1.593 4.294 -6.510
H 2.065 -1.624 1.567
H -1.352 -3.069 1.193
H 0.599 1.077 2.904
H 0.198 -0.198 -1.163
H -0.393 -0.392 1.622

Charges obtained by Löwdin population analysis, quoted in units of e: atom 1 (C): 0.039, atom 2 (H): 0.079, atom 3 (H): 0.035, atom 4 (O): -0.108, atom 5 (C): -0.487, atom 6 (C): 0.049, atom 7 (H): 0.151, atom 8 (H): 0.041, atom 9 (C): -0.364, atom 10 (O): 0.066, atom 11 (H): 0.091, atom 12 (C): -0.386, atom 13 (C): -0.136, atom 14 (H): 0.139, atom 15 (H): 0.118, atom 16 (H): 0.126, atom 17 (H): 0.249, atom 18 (C): -0.294, atom 19 (C): -0.040, atom 20 (O): -0.158, atom 21 (C): -0.305, atom 22 (C): -0.173, atom 23 (C): -0.089, atom 24 (C): -0.012, atom 25 (C): -0.092, atom 26 (C): -0.191, atom 27 (C): -0.042, atom 28 (H): 0.186, atom 29 (H): 0.056, atom 30 (H): 0.175, atom 31 (H): 0.044, atom 32 (H): 0.127, atom 33 (H): 0.183, atom 34 (H): 0.095, atom 35 (H): 0.163, atom 36 (H): 0.140, atom 37 (O): -0.035, atom 38 (H): 0.019, atom 39 (H): 0.152, atom 40 (H): 0.029, atom 41 (O): -0.168, atom 42 (C): -0.130, atom 43 (H): 0.135, atom 44 (H): 0.145, atom 45 (H): 0.117, atom 46 (H): 0.178, atom 47 (H): 0.081

Entry 3:
# C5H6Br2

One molecule with the formula C5H6Br2 (wB97M-V/def2-TZVPD, the OMol25 dataset).

Properties
* energy relative to the best compared isomer or geometry (same formula, charge and spin): 35.7 kcal/mol
* SMILES string: C#C[C@](C)(Br)CBr
* HOMO: -10.09 eV

Geometry (Å):
C1 1.962622 0.799243 1.362391
C2 1.142409 0.613056 0.489884
C3 0.138521 0.137926 -0.427897
C4 0.041023 -1.271066 -0.663789
Br1 0.561697 1.150294 -2.167306
C5 -1.287339 0.662195 0.092200
Br2 -1.810263 -0.026982 1.908398
H1 2.723857 1.057857 1.980523
H2 -0.775468 -1.444400 -1.327072
H3 0.964020 -1.590466 -1.013665
H4 -0.236551 -1.900602 0.216627
H5 -1.405773 1.658749 0.114297
H6 -2.018755 0.154194 -0.564591

Forces on the atoms, in the same order (eV/Å):
C -2.454 -0.420 -2.725
C 1.489 -0.572 1.481
C -1.864 3.884 1.559
C -0.929 -2.200 0.899
Br -0.558 -0.606 0.725
C 0.459 -4.631 -0.856
Br 0.553 0.399 -0.940
H 1.604 0.524 1.560
H -0.264 -0.281 -1.021
H 1.503 -1.134 -0.986
H 0.457 0.933 -0.167
H -0.215 3.434 0.127
H 0.219 0.671 0.346

Charges obtained by Löwdin population analysis, quoted in units of e: atom 1 (C): 0.170, atom 2 (C): -0.221, atom 3 (C): -0.880, atom 4 (C): -0.154, atom 5 (Br): 0.670, atom 6 (C): -0.512, atom 7 (Br): 0.597, atom 8 (H): 0.007, atom 9 (H): 0.081, atom 10 (H): 0.070, atom 11 (H): 0.104, atom 12 (H): 0.004, atom 13 (H): 0.064

Entry 4:
# C32H24NO5

A 2-piece molecular cluster, C32H24NO5 overall (wB97M-V/def2-TZVPD, the OMol25 dataset).

Properties
* energy relative to the best compared isomer or geometry (same formula, charge and spin): 0.0 kcal/mol
* HOMO: -4.00 eV
* net charge: -1

Geometry (Å):
O1 -0.295595 1.607688 -3.129240
C1 -0.332261 1.232558 -4.306095
C2 -1.576140 1.029891 -4.981966
C3 -1.597105 0.610322 -6.275926
C4 -0.409070 0.377119 -6.959533
N1 -0.445726 -0.053221 -8.334828
O2 0.624800 -0.256230 -8.917204
O3 -1.545638 -0.201094 -8.877462
C5 0.816425 0.568173 -6.331807
C6 0.870535 0.986563 -5.038799
H1 -2.485406 1.223572 -4.437525
H2 -2.532308 0.452603 -6.789071
H3 1.720597 0.379434 -6.888184
H4 1.810355 1.148215 -4.537736
C7 -3.103407 -5.332914 -1.331259
O4 -1.776935 -5.173665 -1.768737
C8 -1.218860 -3.945262 -1.472767
C9 0.115855 -3.723837 -1.863282
C10 0.745646 -2.539954 -1.612261
C11 0.098774 -1.509163 -0.898049
C12 0.808864 -0.308265 -0.535518
C13 0.745665 0.300878 0.712008
C14 1.418010 1.528194 0.979433
C15 1.448302 2.083704 2.223140
C16 2.144268 3.358943 2.453753
C17 1.932683 4.441252 1.601521
C18 2.587750 5.633837 1.806080
C19 3.475803 5.762238 2.855441
C20 3.706010 4.696949 3.703392
C21 3.037572 3.508825 3.512499
C22 0.792042 1.410791 3.344653
O5 0.807245 1.882611 4.473242
C23 0.108400 0.151598 3.068203
C24 -0.591568 -0.562064 4.148300
C25 -1.890996 -1.019491 3.939603
C26 -2.562924 -1.702189 4.926081
C27 -1.943956 -1.954084 6.133564
C28 -0.655892 -1.510241 6.358250
C29 0.012771 -0.808641 5.379952
C30 0.103221 -0.347701 1.804042
C31 -1.245004 -1.727487 -0.520248
C32 -1.886301 -2.896224 -0.810109
H5 -3.447276 -6.329957 -1.605022
H6 -3.146252 -5.229381 -0.247259
H7 -3.741299 -4.595251 -1.817230
H8 0.628875 -4.530302 -2.357352
H9 1.772443 -2.404549 -1.904584
H10 1.510624 0.091973 -1.247919
H11 1.938506 2.022048 0.179141
H12 1.239848 4.332018 0.784622
H13 2.406705 6.463984 1.142344
H14 3.992905 6.694633 3.008172
H15 4.415357 4.792228 4.509339
H16 3.199573 2.677468 4.177297
H17 -2.366101 -0.814460 2.995339
H18 -3.569399 -2.043789 4.747971
H19 -2.464562 -2.507489 6.896518
H20 -0.168645 -1.724421 7.295119
H21 1.009611 -0.440993 5.555014
H22 -0.346771 -1.308320 1.639401
H23 -1.780105 -0.938980 -0.018739
H24 -2.920538 -3.010689 -0.537723

Forces on the atoms, in the same order (eV/Å):
O 0.096 0.416 1.678
C 0.021 0.035 0.121
C 0.001 -0.167 -0.515
C -0.586 0.020 0.043
C -0.010 -0.372 -1.195
N 0.014 0.182 0.618
O -0.411 -0.003 -0.029
O 0.405 -0.026 -0.031
C 0.594 -0.024 -0.017
C -0.057 -0.189 -0.521
H -0.127 0.025 0.124
H -0.086 -0.020 -0.108
H 0.080 -0.025 -0.115
H 0.157 0.036 0.116
C -0.220 -0.119 0.005
O 0.709 0.860 0.079
C 0.346 0.417 0.060
C -0.935 -0.986 -0.034
C -0.263 0.942 0.579
C -0.702 -0.839 -0.132
C 0.216 0.841 1.571
C -0.005 -1.017 -1.827
C 0.327 0.627 0.974
C 0.121 -0.355 -1.177
C 0.078 0.277 0.085
C -0.131 -0.474 0.075
C 0.100 0.242 -0.080
C 0.119 0.275 -0.026
C 0.119 0.037 0.061
C -0.183 -0.297 -0.076
C -0.066 0.186 0.390
O 0.071 0.162 0.337
C -0.153 -0.517 -1.040
C -0.058 -0.052 0.206
C 0.375 0.233 -0.187
C -0.204 -0.195 0.074
C -0.178 -0.193 0.166
C 0.056 -0.076 0.091
C 0.107 0.203 -0.290
C -0.290 0.132 1.292
C 1.278 0.715 -0.279
C -0.360 -1.495 -0.530
H 0.227 0.043 -0.070
H -0.211 0.042 0.108
H -0.214 0.028 0.088
H 0.131 -0.140 -0.181
H 0.203 0.035 -0.163
H -0.037 0.248 -0.342
H 0.082 0.120 -0.344
H -0.180 0.010 -0.174
H -0.019 0.135 -0.094
H 0.104 0.192 0.043
H 0.086 0.022 0.165
H 0.033 -0.095 0.125
H -0.143 0.056 -0.197
H -0.184 -0.066 0.000
H -0.117 -0.088 0.186
H 0.079 0.010 0.184
H 0.143 0.045 0.039
H -0.087 -0.233 -0.011
H -0.110 0.158 -0.003
H -0.152 0.055 0.103

Charges obtained by Löwdin population analysis, quoted in units of e: atom 1 (O): -0.074, atom 2 (C): -0.517, atom 3 (C): -0.035, atom 4 (C): -0.045, atom 5 (C): -0.215, atom 6 (N): -0.379, atom 7 (O): -0.007, atom 8 (O): -0.007, atom 9 (C): -0.046, atom 10 (C): -0.039, atom 11 (H): 0.095, atom 12 (H): 0.104, atom 13 (H): 0.104, atom 14 (H): 0.093, atom 15 (C): -0.101, atom 16 (O): -0.082, atom 17 (C): -0.235, atom 18 (C): -0.003, atom 19 (C): -0.012, atom 20 (C): -0.202, atom 21 (C): 0.072, atom 22 (C): -0.190, atom 23 (C): 0.048, atom 24 (C): -0.087, atom 25 (C): -0.174, atom 26 (C): -0.030, atom 27 (C): -0.091, atom 28 (C): -0.105, atom 29 (C): -0.088, atom 30 (C): -0.028, atom 31 (C): -0.316, atom 32 (O): 0.073, atom 33 (C): -0.085, atom 34 (C): -0.169, atom 35 (C): -0.034, atom 36 (C): -0.093, atom 37 (C): -0.105, atom 38 (C): -0.086, atom 39 (C): -0.023, atom 40 (C): 0.031, atom 41 (C): -0.030, atom 42 (C): -0.018, atom 43 (H): 0.092, atom 44 (H): 0.093, atom 45 (H): 0.094, atom 46 (H): 0.115, atom 47 (H): 0.118, atom 48 (H): 0.124, atom 49 (H): 0.130, atom 50 (H): 0.117, atom 51 (H): 0.100, atom 52 (H): 0.094, atom 53 (H): 0.098, atom 54 (H): 0.112, atom 55 (H): 0.111, atom 56 (H): 0.098, atom 57 (H): 0.094, atom 58 (H): 0.098, atom 59 (H): 0.113, atom 60 (H): 0.112, atom 61 (H): 0.122, atom 62 (H): 0.098

Here are the calculated E_LUMO numbers, same order: -0.0927; 0.0223; 0.0032; 0.0398 (hartree).
Here are the calculated Kohn-Sham gap numbers, same order: 2.060; 9.042; 10.174; 5.083 (eV).